Entry 1:
{
  "formula": "C2H2ClO4P",
  "method": "wB97M-V/def2-TZVPD",
  "spin_multiplicity": 1,
  "e_lumo_ev": 6.7038,
  "homo_energy_ev": -1.40,
  "gap_ev": 8.1019,
  "largest_force_ha_per_bohr": 0.066,
  "total_charge": -2,
  "symbols": ["C", "C", "O", "O", "O", "O", "P", "Cl", "H", "H"],
  "xyz": [[0.621294, -0.663883, 0.312006], [-0.260964, 0.162905, -0.458275], [-1.630547, 0.174897, 0.159912], [-1.662114, -2.114577, -1.243084], [0.689427, -0.730629, 1.538501], [-2.294262, 0.046753, -2.386449], [-1.570949, -0.654835, -1.317837], [2.782751, 1.238281, -0.712238], [1.277451, -1.308809, -0.413369], [0.220682, 1.099480, -0.683508]],
  "atomic_forces_ev_per_a": [[2.523, -1.952, 1.147], [-1.483, 0.098, -0.182], [-0.205, -0.243, -1.048], [0.230, -1.590, 0.421], [-0.172, -0.188, -1.802], [-0.456, 0.839, -1.013], [-0.118, 1.666, 1.394], [0.413, 0.205, -0.117], [-0.538, 0.742, 1.501], [-0.195, 0.424, -0.300]],
  "nbo_charge": [0.468, -0.460, -0.814, -1.164, -0.596, -1.167, 2.325, -0.964, 0.106, 0.265]
}

***

Entry 2:
{
  "formula": "C2H2ClOP",
  "method": "wB97M-V/def2-TZVPD",
  "spin_multiplicity": 1,
  "e_lumo_ev": -1.7755,
  "homo_energy_ev": -10.59,
  "gap_ev": 8.8130,
  "largest_force_ha_per_bohr": 0.051,
  "symbols": ["O", "C", "C", "P", "H", "Cl", "H"],
  "xyz": [[-0.673482, 0.903475, 0.298424], [0.463883, 0.762583, -0.078671], [1.345746, -0.376908, 0.034042], [2.382360, -1.522568, 0.132933], [1.039238, 1.430581, -0.640543], [-2.793942, -1.029723, 0.041054], [-1.763805, -0.167440, 0.212761]],
  "atomic_forces_ev_per_a": [[0.343, 0.609, 0.057], [0.441, -1.854, 0.197], [0.132, -1.457, 0.744], [-0.718, 0.812, -0.117], [0.298, 2.408, -0.959], [0.486, 0.331, 0.044], [-0.981, -0.850, 0.033]],
  "nbo_charge": [-0.502, 0.383, -0.684, 0.728, 0.147, -0.381, 0.310]
}

***

Entry 3:
{
  "formula": "C2H2ClP",
  "method": "wB97M-V/def2-TZVPD",
  "spin_multiplicity": 1,
  "e_lumo_ev": [-1.3088, -1.1987],
  "homo_energy_ev": [-9.19, -9.07],
  "gap_ev": [7.8827, 7.8718],
  "largest_force_ha_per_bohr": 0.118,
  "symbols": ["Cl", "C", "C", "P", "H", "H"],
  "xyz": [[1.852824, -0.721759, -0.057929], [0.226023, -0.067326, 0.460056], [-0.824689, -0.006263, -0.510445], [-0.143934, 1.755747, 0.030205], [0.059254, -0.450335, 1.455558], [-1.169478, -0.510063, -1.377444]],
  "atomic_forces_ev_per_a": [[-0.180, 0.050, 0.025], [0.236, -0.034, -0.013], [2.311, 5.366, 1.691], [-1.988, -5.054, -1.429], [-0.013, 0.025, 0.152], [-0.365, -0.353, -0.426]],
  "nbo_charge": [-0.114, -0.508, -0.341, 0.512, 0.220, 0.231]
}

***

Entry 4:
{
  "formula": "C2H2ClS6SbTl",
  "method": "wB97M-V/def2-TZVPD",
  "spin_multiplicity": 2,
  "e_lumo_ev": [4.4897, 3.4064],
  "homo_energy_ev": [-1.17, -1.17],
  "gap_ev": [5.6646, 4.5800],
  "largest_force_ha_per_bohr": 0.016,
  "total_charge": -2,
  "symbols": ["Tl", "S", "Sb", "S", "S", "S", "C", "S", "S", "Cl", "C", "H", "H"],
  "xyz": [[0.556152, -0.474945, -0.261448], [3.958976, -2.513053, 2.190272], [3.598543, -2.302647, -0.073494], [2.897763, 0.102546, -0.372029], [1.305211, -3.015146, -0.431896], [-1.298172, 4.867485, 0.153317], [-1.176712, 3.189606, -0.018587], [0.308212, 2.410777, -0.070837], [-2.690148, 2.475637, -0.075336], [-2.600221, -0.763034, -1.541285], [-1.518480, -1.105291, -0.155003], [-1.377032, -2.179052, -0.089528], [-1.964088, -0.692889, 0.745856]],
  "atomic_forces_ev_per_a": [[0.700, -0.327, -0.221], [0.028, 0.016, -0.005], [0.050, -0.178, 0.007], [-0.327, 0.192, 0.041], [0.006, -0.162, 0.007], [-0.298, 0.124, -0.024], [0.598, -0.086, 0.124], [-0.097, 0.327, -0.038], [-0.330, 0.098, 0.011], [0.145, -0.035, 0.080], [-0.101, 0.085, 0.078], [-0.207, -0.048, 0.017], [-0.167, -0.006, -0.075]],
  "lowdin_charge": [0.227, -0.523, 0.022, -0.237, -0.327, 0.429, -2.004, 0.418, 0.478, 0.393, -0.799, -0.059, -0.019]
}

***

Entry 5:
{
  "formula": "C2H2CsFO",
  "method": "wB97M-V/def2-TZVPD",
  "spin_multiplicity": 1,
  "e_lumo_ev": -1.5256,
  "homo_energy_ev": -5.52,
  "gap_ev": 3.9904,
  "largest_force_ha_per_bohr": 0.059,
  "symbols": ["C", "C", "O", "H", "H", "Cs", "F"],
  "xyz": [[0.220155, -0.047293, 0.731333], [0.815634, 0.648188, 1.544278], [-0.296880, -0.971234, 0.025067], [1.486455, 1.332964, 2.026869], [-0.605827, 1.392979, -2.440912], [-1.031244, -4.724802, 0.393087], [-0.588292, 2.369198, -2.279722]],
  "atomic_forces_ev_per_a": [[0.031, -2.058, -0.318], [0.233, 0.599, 0.118], [-0.024, 0.809, 0.358], [-0.440, -0.173, -0.240], [0.119, 2.927, 0.784], [0.185, 0.839, -0.019], [-0.105, -2.943, -0.685]],
  "nbo_charge": [0.384, -0.712, -0.874, 0.214, 0.569, 0.990, -0.570]
}

***

Entry 6:
{
  "formula": "C2H2CsLi2O2",
  "method": "wB97M-V/def2-TZVPD",
  "spin_multiplicity": 2,
  "e_lumo_ev": [-0.8768, -0.8399],
  "homo_energy_ev": [-3.59, -4.22],
  "gap_ev": [2.7130, 3.3839],
  "largest_force_ha_per_bohr": 0.087,
  "symbols": ["O", "C", "C", "Li", "Cs", "H", "H", "Li", "O"],
  "xyz": [[1.412072, 1.214369, 0.270556], [0.265456, 0.912504, -0.332812], [-0.807900, 0.335455, 0.284823], [2.483755, 1.979216, 2.008676], [1.421935, -2.917016, 0.123189], [0.339525, 0.740853, -1.426188], [-0.881982, 0.477030, 1.379657], [-2.759314, -2.025795, -2.101740], [-1.473547, -0.716620, -0.206165]],
  "atomic_forces_ev_per_a": [[-2.366, 0.367, -0.365], [4.207, -0.087, -0.746], [-2.096, -3.778, 1.180], [-0.478, -0.463, -0.724], [-0.304, 0.484, -0.012], [-0.162, 0.399, 0.285], [-0.228, 0.234, -0.355], [0.370, 0.280, 0.433], [1.056, 2.563, 0.304]],
  "nbo_charge": [-0.799, 0.142, 0.140, 0.158, 0.764, 0.128, 0.134, 0.107, -0.774]
}